Entry 1:
64
Properties=species:S:1:pos:R:3:mulliken_charge:R:1 method="wB97M-V/def2-TZVPD" e_tot_ha=-1545.8913 orbital_gap_ev=8.124 total_charge=+1 homo_energy_ev=-11.409
C -2.0194 -0.8801 -5.2961 -0.7616
O -1.1434 -0.5323 -4.2335 -0.2917
C -0.9288 0.8437 -4.0804 -0.6398
N -0.6519 1.0455 -2.6532 0.2546
C -1.7548 0.6604 -1.8902 0.4316
N -1.6488 -0.3739 -1.1250 -0.4692
I 0.0031 -1.5822 -0.9643 0.3426
N -2.9509 1.3620 -1.8572 -0.3109
C -2.6771 2.8184 -1.9884 -0.6921
C -1.3085 3.0949 -1.3804 -0.3939
C -0.2595 2.4620 -2.2853 -0.3203
O -0.1057 3.2864 -3.4083 -0.5501
H -2.5060 -1.8141 -5.0256 0.2645
H -2.7962 -0.1313 -5.4531 0.3333
H -1.4717 -1.0579 -6.2205 0.3037
H -1.8021 1.4175 -4.4093 0.3866
H -0.0569 1.1512 -4.6521 0.3812
H -2.4446 -0.6025 -0.5423 0.3274
H -3.6144 1.0206 -2.5440 0.2916
H -2.6235 3.0937 -3.0427 0.3242
H -3.4550 3.4061 -1.5143 0.4424
H -1.2103 2.7623 -0.3483 0.3273
H -1.1041 4.1590 -1.4038 0.2268
H 0.6898 2.4015 -1.7540 0.3418
H 0.7996 3.2151 -3.7145 0.4162
C 1.1885 7.1962 1.0476 -0.5793
C 1.5426 7.4784 -0.4101 -0.6120
C 1.3591 6.1078 -1.0440 -0.3657
O 0.3219 5.4523 -0.2995 -0.2498
C 0.0562 6.1907 0.9036 -0.5226
H 0.8940 8.0814 1.6074 0.3423
H 2.0383 6.7376 1.5571 0.2589
H 0.8337 8.1901 -0.8377 0.2785
H 2.5466 7.8740 -0.5492 0.3500
H 2.2733 5.5093 -0.9676 0.2776
H 1.0645 6.1599 -2.0932 0.2446
H -0.9102 6.6932 0.7954 0.2999
H -0.0060 5.4966 1.7420 0.2912
C 1.7149 -5.9475 1.0394 -0.5006
C 2.9042 -6.0764 0.0895 -0.6517
C 2.6871 -4.8977 -0.8471 -0.4873
O 2.0396 -3.8826 -0.0662 -0.3359
C 1.5903 -4.4382 1.1846 -0.0752
H 1.8618 -6.4477 1.9949 0.3421
H 0.8172 -6.3595 0.5723 0.3012
H 3.8379 -5.9525 0.6413 0.2701
H 2.9446 -7.0273 -0.4381 0.3584
H 2.0319 -5.1682 -1.6817 0.2919
H 3.6164 -4.4975 -1.2523 0.2834
H 2.2324 -4.0583 1.9815 0.1576
H 0.5733 -4.1096 1.3822 0.0851
C -0.8299 -4.6923 5.4713 -0.6205
C -0.4850 -3.3004 5.9941 -0.5673
C 0.5219 -2.8226 4.9575 -0.4862
O 0.1530 -3.4419 3.7189 -0.3261
C -0.8143 -4.4688 3.9660 -0.3163
H -1.7843 -5.0731 5.8300 0.3521
H -0.0511 -5.4027 5.7555 0.2778
H -1.3728 -2.6644 5.9807 0.2562
H -0.0814 -3.2984 7.0047 0.3377
H 1.5378 -3.1388 5.2152 0.2822
H 0.5199 -1.7399 4.8285 0.2753
H -1.7900 -4.1234 3.6062 0.2726
H -0.5370 -5.3637 3.4062 0.2435

Entry 2:
61
Properties=species:S:1:pos:R:3:mulliken_spin:R:1 method="wB97M-V/def2-TZVPD" e_tot_ha=-1985.7388 orbital_gap_ev="3.066 / 2.238" multiplicity=5 total_charge=+3 homo_energy_ev="-14.701 / -16.319"
Ir -0.2092 -0.1421 1.0502 0.9165
P 0.2175 1.9295 1.7812 0.1362
P -0.9173 -1.4772 2.7610 0.1059
P -2.1425 0.0708 -0.1211 0.1267
H 5.0820 -1.5715 -3.1208 0.0156
C 4.3391 -0.8977 -3.5556 0.4034
C 4.3357 0.4107 -3.2581 0.3506
H 4.8653 0.7822 -2.3844 0.0377
C 1.9096 2.1870 2.3968 0.0083
C -0.8678 2.4156 3.1551 0.0299
C 0.0374 3.1819 0.4799 0.0661
C -0.8945 -3.1961 2.1454 0.0019
C 0.2903 -1.3671 4.1256 0.0141
C -2.5865 -1.0935 3.3901 0.0398
C -1.9000 0.8997 -1.7131 0.0893
C -3.4717 1.0725 0.6165 0.0339
C -2.7847 -1.5920 -0.5353 0.0225
H 3.7221 -1.2618 -4.3897 0.0401
H 3.9677 1.1513 -3.9795 0.0243
H 2.6237 2.0097 1.5815 -0.0060
H 2.1212 1.5059 3.2314 0.0007
H 2.0058 3.2238 2.7464 0.0051
H -0.6553 1.7985 4.0373 -0.0025
H -1.9219 2.3030 2.8784 -0.0010
H -0.6602 3.4670 3.3950 0.0043
H 0.6559 2.8984 -0.3813 -0.0201
H 0.3899 4.1447 0.8736 0.0086
H -1.0094 3.2731 0.1676 0.0007
H -1.4799 -3.8630 2.7930 0.0133
H 0.1487 -3.5340 2.1148 -0.0063
H -1.2853 -3.2257 1.1206 0.0137
H -0.1508 -1.7114 5.0720 0.0054
H 0.6389 -0.3291 4.2286 0.0010
H 1.1572 -1.9946 3.8771 -0.0002
H -3.1960 -2.0085 3.4255 0.0019
H -3.0747 -0.3673 2.7273 0.0035
H -2.5144 -0.6519 4.3940 0.0001
H -2.8397 1.3821 -2.0154 0.0038
H -1.5956 0.1535 -2.4553 -0.0038
H -1.1212 1.6685 -1.6468 -0.0309
H -3.9864 1.5604 -0.2224 0.0049
H -3.0775 1.8506 1.2817 -0.0026
H -4.1839 0.4404 1.1572 -0.0031
H -3.5504 -1.4724 -1.3167 0.0054
H -3.2162 -2.0757 0.3535 -0.0007
H -1.9704 -2.2214 -0.9263 0.0015
C 1.7367 0.0446 -2.3241 0.0867
C 1.7981 -1.4628 -2.5583 0.0795
C 0.8044 -1.9353 -3.5253 0.2561
C 0.2624 -1.0827 -4.4504 0.1754
C 0.4234 0.3226 -4.3630 0.0801
C 0.9631 0.8622 -3.2213 0.2303
O 2.4806 0.5080 -1.4418 0.1793
H 1.9588 -1.9636 -1.5964 0.0085
H 2.8221 -1.6911 -2.9398 0.0383
H 0.6083 -3.0088 -3.5315 0.0052
H -0.3162 -1.4483 -5.2995 0.0042
H 0.0473 0.9824 -5.1554 0.0071
H 0.9307 1.9279 -2.9835 -0.0050
O 2.6691 -1.0688 1.0779 0.1110
C 1.5667 -0.7133 0.9762 0.2836

Entry 3:
66
Properties=species:S:1:pos:R:3:mulliken_charge:R:1 method="wB97M-V/def2-TZVPD" e_tot_ha=-2205.1769 orbital_gap_ev=4.747 total_charge=-1 homo_energy_ev=-3.441
N -1.2009 -1.1881 2.6591 -0.6866
C -1.0562 -1.6486 1.2498 0.9597
C -0.5308 -0.5722 0.1853 -0.4117
C -1.2794 0.8480 0.2214 -1.0048
C -2.8742 0.7809 0.3975 0.0087
C -3.3337 2.2051 1.0353 -0.4193
C -4.7750 2.7159 0.5401 -0.9740
C -5.9006 1.5804 0.4311 -0.4232
C -6.4828 1.1894 1.9058 -0.6681
S -6.2495 -0.6137 2.2754 -0.1125
C -7.3795 -1.6522 1.2670 0.3526
N -7.0194 -2.2675 -0.0012 -0.0912
N -8.1097 -2.9845 -0.4085 -0.4195
C -9.1516 -2.8387 0.5762 0.0129
O -8.7196 -1.9924 1.6540 -0.2425
C 0.0619 -2.8076 1.3666 -0.2582
O -0.7978 -3.7964 2.0500 -0.3457
C -2.0302 -3.7668 1.3087 0.4503
O -2.8574 -4.6999 1.1591 -0.5654
O -2.2070 -2.4257 0.7794 -0.4175
H -1.7666 -0.3205 2.7244 0.2772
H -0.2459 -0.8768 2.9392 0.3198
H -0.4837 -0.9792 -0.8948 0.3760
H 0.5759 -0.3634 0.4664 -0.1865
H -0.7961 1.5511 1.0039 0.3353
H -1.0874 1.3609 -0.7991 0.3231
H -3.4081 0.6502 -0.6143 0.3187
H -3.2435 -0.0226 1.1286 0.0574
H -3.3898 2.0720 2.1775 0.1363
H -2.5286 2.9635 0.7104 0.4127
H -5.1443 3.4755 1.3290 0.3233
H -4.6512 3.2883 -0.4449 0.3346
H -5.5508 0.6238 -0.0900 0.2911
H -6.8104 1.9568 -0.1790 0.3708
H -7.5429 1.5852 2.0589 0.4001
H -5.8204 1.7670 2.6633 0.3210
H -10.1755 -3.3560 0.5214 0.3345
H 0.9391 -2.5371 2.0669 0.2209
H 0.3707 -3.2741 0.3588 0.2852
C 4.1045 -0.9776 1.2912 -0.9694
Si 4.7197 -0.5142 -0.4391 0.0385
C 3.2993 -0.8790 -1.6165 -0.9641
C 6.1423 -1.6838 -0.8226 -1.0635
N 5.1926 1.1473 -0.4551 -0.2505
Si 5.8028 1.8808 -1.8947 0.1933
C 4.5520 1.8866 -3.3003 -1.0481
C 7.3955 1.0854 -2.5025 -1.0613
C 6.2169 3.6953 -1.5484 -1.0297
H 3.8056 -2.0327 1.3088 0.2092
H 4.8918 -0.8346 2.0351 0.3510
H 3.2373 -0.3731 1.5728 0.2033
H 2.9035 -1.8841 -1.4290 0.3724
H 3.6167 -0.8475 -2.6599 0.3799
H 2.4834 -0.1645 -1.4749 0.1409
H 7.0136 -1.4513 -0.2049 0.2465
H 6.4340 -1.6396 -1.8731 0.3168
H 5.8478 -2.7184 -0.6128 0.3492
H 4.4013 0.8891 -3.7162 0.3182
H 4.9057 2.5269 -4.1161 0.3652
H 3.5886 2.2768 -2.9617 0.2210
H 8.1211 0.9977 -1.6894 0.2387
H 7.8459 1.6990 -3.2907 0.3557
H 7.2208 0.0951 -2.9261 0.3252
H 6.9758 3.7773 -0.7660 0.2536
H 5.3251 4.2433 -1.2344 0.2456
H 6.6094 4.1695 -2.4524 0.2670

Entry 4:
70
Properties=species:S:1:pos:R:3:mulliken_charge:R:1 method="wB97M-V/def2-TZVPD" e_tot_ha=-2968.9196 orbital_gap_ev=8.508 total_charge=+1 homo_energy_ev=-10.874
C 1.7969 -0.4337 1.1448 -1.0023
C 1.3073 -1.4200 0.0283 -0.2613
C 0.1763 -0.7929 -0.8769 -0.1836
C -0.5748 -1.9335 -1.6432 -1.5002
N -0.7133 0.0123 -0.0083 0.5022
C -1.4518 -0.5187 0.9467 0.1973
C -1.6019 -1.9571 1.4040 0.5836
C -2.6789 -2.1106 2.5280 -0.3115
O -2.5500 -1.6586 3.6132 -0.4321
N -2.1496 0.4322 1.6351 -0.4428
C -1.7801 1.5709 1.0118 0.5498
N -2.2538 2.7577 1.4368 0.0912
C -1.9727 4.0811 0.8831 -0.7143
N -2.7703 4.2764 -0.3486 -0.4531
P -3.3653 2.6993 2.8507 0.1942
C -4.5405 4.1264 2.7113 -0.9498
O -2.3663 3.0532 4.1555 -0.4631
N -0.9010 1.3776 -0.0111 -0.2369
S -0.0929 2.3765 -1.1295 -0.2473
H 1.5787 0.6224 0.9175 0.0966
H 2.8837 -0.5203 1.3148 0.3913
H 1.2952 -0.7400 2.0826 0.3119
H 1.0216 -2.3956 0.4426 -0.1847
H 2.1699 -1.5442 -0.6551 0.5983
H 0.7087 -0.2104 -1.6394 0.6848
H -0.5790 -2.8560 -1.0405 0.3072
H -1.5754 -1.6338 -1.9912 0.3734
H 0.0411 -2.1671 -2.5320 0.4093
H -1.9761 -2.5689 0.5676 0.3682
H -0.6519 -2.3518 1.7902 -0.2445
H -3.5969 -2.7135 2.3287 0.3765
H -2.2733 4.9010 1.5608 0.2409
H -0.8942 4.2534 0.6923 0.2474
H -3.1792 3.4012 -0.6543 0.3204
H -2.1994 4.6868 -1.0808 0.2616
H -5.1862 4.0962 1.8218 0.3588
H -3.9594 5.0688 2.7917 0.2927
H -5.1847 4.0721 3.6089 0.3435
H -1.5792 3.5089 3.8118 0.3255
H 0.7233 3.1159 -0.3121 0.1844
C 0.5706 -7.4924 2.1788 -0.5495
C 0.6588 -6.5398 3.3763 -0.7593
C 0.4491 -5.1170 2.8468 -0.6048
S -0.5718 -5.2755 1.3793 1.2253
O 0.2022 -4.8566 0.2315 -0.6965
O -1.8845 -4.7351 1.6510 -0.6721
C -0.6623 -7.0582 1.3929 -0.8194
H 0.4969 -8.5322 2.4939 0.3721
H 1.4645 -7.3899 1.5584 0.2831
H -0.1270 -6.7844 4.0944 0.3141
H 1.6132 -6.6289 3.8938 0.3517
H -0.0616 -4.4861 3.5731 0.3960
H 1.3916 -4.6559 2.5518 0.4006
H -0.6776 -7.4342 0.3718 0.4000
H -1.5794 -7.3398 1.9112 0.3545
C 4.5256 4.2650 -4.8937 -0.5655
C 3.6425 3.1073 -5.3745 -0.7456
C 2.5480 2.8975 -4.3214 -0.4740
S 2.2949 4.4935 -3.5407 1.1631
O 2.6973 4.3956 -2.1539 -0.6516
O 1.0039 5.0113 -3.9203 -0.6844
C 3.5651 5.3620 -4.4455 -0.7198
H 5.1944 4.6165 -5.6782 0.3549
H 5.1377 3.9366 -4.0498 0.2844
H 3.1866 3.3705 -6.3315 0.3188
H 4.2198 2.1959 -5.5276 0.3202
H 1.6131 2.5655 -4.7694 0.3921
H 2.8622 2.1927 -3.5517 0.2904
H 4.0305 6.1077 -3.8041 0.3981
H 3.0911 5.8449 -5.3003 0.3396